ORCA calculation (wB97M-V/def2-TZVPD) on C29H26N6O4SV as an isolated structure.

Calculated values
net charge = -2
spin multiplicity = 4
HOMO-LUMO gap (spin up / spin down) = 0.206 / 0.246 Eh
energy relative to the best compared isomer or geometry (same formula, charge and spin) = 13.57 kJ/mol

Last column: Mulliken spin population.
Cartesian coordinates (Å):
V  0.087  -0.417  -0.348  2.91
O  -3.500  -1.316  1.456  0.01
C  -2.405  -0.879  1.096  -0.02
O  -1.412  -1.529  0.643  -0.03
C  -2.142  0.616  1.320  0.04
C  -3.154  1.472  1.721  0.00
C  -2.840  2.803  1.937  0.01
C  -1.525  3.220  1.799  0.00
C  -0.553  2.298  1.431  0.02
N  -0.881  1.030  1.156  -0.03
C  0.927  2.733  1.414  0.00
O  1.124  3.927  1.131  0.00
O  1.760  1.855  1.747  0.00
H  -4.150  1.067  1.837  0.00
H  -3.611  3.511  2.222  0.00
H  -1.215  4.243  1.962  0.00
C  -5.589  0.736  -1.012  0.00
C  -5.143  -0.629  -1.533  0.00
N  -4.439  -0.582  -2.796  0.00
C  -3.153  -0.083  -2.911  0.00
S  -2.534  0.079  -4.519  0.00
N  -2.580  0.156  -1.764  0.03
N  -1.270  0.549  -1.721  -0.05
C  -0.924  1.715  -2.150  0.00
C  -1.852  2.746  -2.700  -0.01
C  0.503  2.033  -1.988  0.13
C  1.095  3.141  -2.590  0.00
C  2.447  3.358  -2.416  0.03
C  3.183  2.462  -1.655  0.01
C  2.528  1.387  -1.090  0.06
N  1.221  1.175  -1.240  -0.09
H  -6.113  0.629  -0.059  0.00
H  -6.256  1.232  -1.724  0.00
H  -4.715  1.369  -0.851  0.00
H  -6.014  -1.278  -1.670  0.00
H  -4.496  -1.098  -0.792  0.00
H  -4.959  -0.540  -3.654  0.00
H  -2.880  2.471  -2.476  0.00
H  -1.764  2.809  -3.786  0.00
H  -1.625  3.718  -2.252  0.00
H  0.493  3.814  -3.182  0.00
H  2.924  4.221  -2.866  0.00
H  4.242  2.595  -1.485  0.00
H  3.056  0.660  -0.487  0.00
N  1.394  -0.859  1.344  -0.01
C  2.257  -1.998  1.466  0.02
C  2.553  -2.446  2.753  0.00
C  3.318  -3.575  2.982  0.00
C  3.796  -4.283  1.890  0.00
C  3.513  -3.837  0.611  0.00
C  2.762  -2.680  0.346  0.01
C  2.538  -2.303  -1.088  -0.02
C  3.579  -2.610  -1.981  -0.02
C  3.435  -2.427  -3.344  0.03
C  2.224  -1.941  -3.830  -0.01
C  1.219  -1.592  -2.941  0.02
C  1.334  -1.717  -1.539  -0.06
H  1.831  0.053  1.547  0.01
H  0.646  -0.943  2.027  0.00
H  2.153  -1.879  3.587  0.00
H  3.521  -3.904  3.995  0.00
H  4.370  -5.192  2.029  0.00
H  3.854  -4.425  -0.231  0.00
H  4.530  -2.974  -1.604  0.00
H  4.256  -2.652  -4.016  0.00
H  2.076  -1.804  -4.897  0.00
H  0.306  -1.167  -3.351  0.01

Cartesian forces (eV/Å) of the 2 atoms listed first:
V -0.1 0.1 0.2
O -0.1 0.0 -0.1

=====

ORCA calculation (wB97M-V/def2-TZVPD) on a 3-piece molecular cluster, C41H73F3IN3O8PSi overall in a non-equilibrium geometry.

Calculated values
net charge = -1
HOMO-LUMO gap = 0.252 Eh

Last column: Mulliken charge in e.
Cartesian coordinates (Å):
C  -0.826  -5.261  1.533  -1.17
C  -2.099  -5.268  0.592  -0.40
O  -2.099  -4.117  -0.261  0.08
C  -3.410  -4.014  -0.828  -1.24
C  -3.419  -3.540  -2.348  -0.81
I  -5.541  -3.927  -2.861  -0.05
O  -2.540  -4.473  -2.958  -0.71
P  -0.972  -3.777  -3.432  2.43
C  0.690  -2.904  -3.859  -0.84
C  1.861  -3.240  -2.874  0.08
F  2.889  -2.234  -3.121  -0.41
C  -0.397  -5.592  -3.616  -1.04
C  0.669  -5.873  -4.704  0.74
C  1.852  -6.674  -4.293  -0.56
C  2.939  -7.039  -5.187  -0.55
C  2.888  -6.582  -6.576  -0.49
C  1.729  -5.814  -7.022  0.97
C  1.605  -5.285  -8.503  -1.29
C  0.620  -5.468  -6.106  -0.56
O  -1.500  -2.204  -2.831  -0.11
C  -2.899  -2.025  -2.658  1.34
C  -3.494  -1.691  -4.089  -2.17
C  -2.633  -0.672  -4.942  0.54
C  -3.137  -0.818  -6.433  0.12
N  -4.433  -0.333  -6.867  -0.57
O  -2.435  -1.393  -7.248  -0.58
C  -2.986  -0.972  -1.498  1.07
F  -2.112  -1.266  -0.461  -0.19
F  -4.295  -1.107  -0.936  -0.43
C  -2.856  0.519  -1.917  -1.68
C  -1.413  0.959  -2.391  0.34
Si  -0.311  1.761  -1.058  -0.23
C  -0.661  1.207  0.722  -0.86
C  1.496  1.270  -1.509  -0.85
C  -0.408  3.661  -1.329  0.68
C  0.844  4.407  -1.122  -0.48
C  0.911  5.873  -1.298  -0.57
C  -0.321  6.564  -1.711  -0.38
C  -1.579  5.836  -1.925  -0.44
C  -1.670  4.396  -1.743  -0.21
H  -1.034  -4.580  2.400  0.31
H  -0.733  -6.303  1.937  0.33
H  0.082  -4.918  0.976  0.22
H  -3.010  -5.220  1.258  0.34
H  -2.121  -6.174  -0.082  0.32
H  -3.846  -5.059  -0.829  0.75
H  -4.068  -3.405  -0.152  0.31
H  -1.494  -3.608  -4.774  -0.62
H  -0.382  -3.884  -2.106  -0.64
H  0.987  -2.999  -4.943  0.41
H  0.495  -1.799  -3.712  0.10
H  2.359  -4.220  -3.079  0.14
H  1.594  -3.123  -1.796  0.11
H  -0.040  -5.963  -2.622  0.00
H  -1.307  -6.205  -3.879  0.42
H  1.905  -7.023  -3.227  0.24
H  3.779  -7.660  -4.784  0.31
H  3.718  -6.815  -7.278  0.32
H  0.668  -4.667  -8.585  0.27
H  1.665  -6.100  -9.264  0.33
H  2.450  -4.545  -8.635  0.29
H  -0.238  -4.866  -6.481  0.16
H  -3.476  -2.658  -4.668  0.53
H  -4.543  -1.291  -4.012  0.63
H  -1.543  -0.901  -4.970  -0.04
H  -2.840  0.403  -4.668  0.27
H  -4.373  0.651  -7.154  0.26
H  -4.635  -0.831  -7.744  0.33
H  -3.149  1.136  -1.015  0.52
H  -3.593  0.750  -2.726  0.48
H  -1.568  1.751  -3.185  0.52
H  -0.809  0.154  -2.881  -0.37
H  -0.381  0.118  0.817  0.28
H  -1.706  1.398  1.075  0.28
H  0.031  1.743  1.442  0.26
H  2.223  1.478  -0.681  0.21
H  1.861  1.820  -2.420  0.31
H  1.538  0.161  -1.718  0.15
H  1.788  3.902  -0.799  0.17
H  1.874  6.399  -1.100  0.36
H  -0.310  7.669  -1.837  0.32
H  -2.514  6.381  -2.217  0.31
H  -2.599  3.797  -1.870  0.27
C  -1.570  4.873  1.763  -0.44
O  -1.831  5.763  2.840  -0.40
C  -3.220  5.939  3.097  -0.76
C  -3.558  5.410  4.484  -0.22
N  -3.456  3.953  4.516  -0.25
C  -3.538  3.387  5.860  -0.71
C  -2.387  3.701  6.820  -0.52
O  -1.152  3.120  6.429  -0.37
C  -0.370  3.924  5.558  0.08
H  -0.494  4.849  1.594  0.18
H  -1.906  3.862  2.017  0.27
H  -2.057  5.209  0.844  0.26
H  -3.847  5.473  2.330  0.34
H  -3.416  7.017  3.074  0.41
H  -4.577  5.706  4.749  0.41
H  -2.864  5.872  5.197  0.18
H  -2.570  3.676  4.107  -0.04
H  -3.589  2.301  5.742  0.38
H  -4.484  3.694  6.320  0.42
H  -2.636  3.247  7.784  0.34
H  -2.277  4.774  7.012  0.35
H  -0.502  4.993  5.742  0.31
H  -0.597  3.685  4.517  0.12
H  0.680  3.675  5.722  -0.27
C  7.935  2.019  5.314  -0.74
O  7.203  0.843  5.613  -0.35
C  6.712  0.818  6.952  -0.80
C  5.189  0.821  6.948  -0.19
N  4.675  2.111  6.495  -0.33
C  3.233  2.113  6.250  -0.80
C  2.721  1.257  5.085  -0.60
O  3.142  1.721  3.811  -0.35
C  4.386  1.200  3.372  -0.63
H  8.327  1.923  4.301  0.25
H  7.290  2.901  5.355  0.32
H  8.777  2.138  6.004  0.35
H  7.109  1.643  7.552  0.41
H  7.060  -0.117  7.402  0.39
H  4.825  0.622  7.961  0.36
H  4.854  0.009  6.292  0.20
H  5.147  2.369  5.636  0.12
H  2.950  3.152  6.053  0.42
H  2.714  1.819  7.169  0.35
H  1.630  1.336  5.081  0.43
H  2.946  0.193  5.214  0.35
H  4.565  0.184  3.732  0.31
H  5.205  1.859  3.670  0.21
H  4.374  1.178  2.280  0.26

Cartesian forces (eV/Å) of the 2 atoms listed first:
C -1.1 0.0 -0.4
C 0.8 0.3 0.3

=====

ORCA calculation (wB97M-V/def2-TZVPD) on one molecule with the formula C7H8N2 in a non-equilibrium geometry.

Calculated values
HOMO-LUMO gap (spin up / spin down) = 0.247 / 0.247 Eh
energy relative to the best compared isomer or geometry (same formula, charge and spin) = 703.72 kJ/mol

Last column: Mulliken charge in e.
Cartesian coordinates (Å):
C  -0.974  1.318  -1.135  -0.24
C  -0.888  0.238  -0.268  0.54
C  2.542  -0.843  -0.859  -0.75
C  0.279  -0.527  -0.318  0.03
C  1.497  0.294  -0.708  -0.45
C  1.231  -0.765  -1.651  -0.51
C  -1.915  -0.057  0.699  -1.35
N  -0.044  1.778  -1.841  0.66
N  0.471  2.471  -2.565  -0.71
H  -1.927  1.850  -1.393  0.36
H  3.376  -0.440  -1.341  0.32
H  2.791  -1.433  -0.026  0.29
H  0.399  -1.403  0.404  0.25
H  1.660  1.327  -0.584  0.53
H  -1.888  -1.090  1.002  0.38
H  -2.843  0.135  0.134  0.37
H  -1.870  0.536  1.581  0.28

Cartesian forces (eV/Å) of the 2 atoms listed first:
C -4.8 -0.5 1.9
C 2.6 -0.9 -0.7

=====

Please write out number 3 again, unchanged.
ORCA calculation (wB97M-V/def2-TZVPD) on one molecule with the formula C7H8N2 in a non-equilibrium geometry.

Calculated values
HOMO-LUMO gap (spin up / spin down) = 0.247 / 0.247 Eh
energy relative to the best compared isomer or geometry (same formula, charge and spin) = 703.72 kJ/mol

Last column: Mulliken charge in e.
Cartesian coordinates (Å):
C  -0.974  1.318  -1.135  -0.24
C  -0.888  0.238  -0.268  0.54
C  2.542  -0.843  -0.859  -0.75
C  0.279  -0.527  -0.318  0.03
C  1.497  0.294  -0.708  -0.45
C  1.231  -0.765  -1.651  -0.51
C  -1.915  -0.057  0.699  -1.35
N  -0.044  1.778  -1.841  0.66
N  0.471  2.471  -2.565  -0.71
H  -1.927  1.850  -1.393  0.36
H  3.376  -0.440  -1.341  0.32
H  2.791  -1.433  -0.026  0.29
H  0.399  -1.403  0.404  0.25
H  1.660  1.327  -0.584  0.53
H  -1.888  -1.090  1.002  0.38
H  -2.843  0.135  0.134  0.37
H  -1.870  0.536  1.581  0.28

Cartesian forces (eV/Å) of the 2 atoms listed first:
C -4.8 -0.5 1.9
C 2.6 -0.9 -0.7